1.
Here is a cluster of 5 separate species, C22H56NO5Si in total from the OMol25 dataset. Energies are from ωB97M-V with the def2-TZVPD basis set.

Each line ends with the Mulliken charge.
Positions of all 85 atoms, in Å:
C (-2.59103, -0.94383, -1.99700)  -1.118
Si (-1.61784, -1.48761, -0.51429)  0.254
C (-1.53411, -0.21350, 0.82362)  -0.843
C (-2.14922, -3.14425, 0.11583)  -1.130
N (0.15884, -1.87991, -1.12292)  0.084
C (0.63225, -1.39566, -2.46588)  -0.716
C (2.03924, -1.93299, -2.41695)  0.363
O (2.46517, -1.51215, -1.11474)  -0.328
C (1.34466, -1.47910, -0.27138)  -0.453
H (-3.56327, -1.44410, -1.95951)  0.378
H (-2.77047, 0.13243, -1.96528)  0.367
H (-2.15832, -1.17571, -2.96964)  0.343
H (-1.89434, -0.65835, 1.75550)  0.281
H (-0.55616, 0.21707, 1.03639)  0.441
H (-2.21343, 0.61284, 0.59695)  0.121
H (-2.07561, -3.94936, -0.61914)  0.388
H (-1.59755, -3.44685, 1.00978)  0.363
H (-3.20263, -3.06924, 0.40140)  0.357
H (0.19234, -2.90012, -1.16951)  0.362
H (-0.00137, -1.69721, -3.29276)  0.501
H (0.65338, -0.30606, -2.39110)  0.329
H (2.72320, -1.56975, -3.17726)  -0.213
H (2.03035, -3.02895, -2.43424)  -0.011
H (1.18501, -0.46501, 0.09008)  0.316
H (1.42841, -2.17405, 0.56609)  0.389
C (3.97225, -5.42428, -3.02322)  -0.808
C (2.86589, -5.80948, -3.98658)  -0.324
O (2.33128, -4.68807, -4.68032)  -0.453
C (3.23650, -4.00231, -5.53912)  0.134
C (3.81212, -4.86160, -6.64809)  -1.352
H (3.60144, -4.63609, -2.36334)  0.104
H (4.27663, -6.26378, -2.39784)  0.410
H (4.86455, -5.05728, -3.52988)  0.244
H (2.01583, -6.21336, -3.43514)  0.307
H (3.19627, -6.58808, -4.67974)  0.389
H (4.04673, -3.54576, -4.95730)  0.039
H (2.64594, -3.19070, -5.96576)  0.351
H (4.45894, -5.65114, -6.26512)  0.292
H (4.41346, -4.23976, -7.31211)  0.445
H (3.01433, -5.31947, -7.23326)  0.311
C (-4.50210, 2.89998, 4.13810)  -0.949
C (-3.89966, 2.79395, 2.75212)  -0.476
O (-3.96049, 1.48608, 2.18514)  -0.296
C (-5.26482, 0.94506, 2.03505)  -0.306
C (-6.17493, 1.75635, 1.13088)  -1.136
H (-4.04129, 2.18236, 4.81822)  0.240
H (-4.32779, 3.89568, 4.54498)  0.392
H (-5.57929, 2.72909, 4.13480)  0.271
H (-2.83445, 3.02426, 2.78821)  0.316
H (-4.36440, 3.51985, 2.07660)  0.329
H (-5.73447, 0.79987, 3.01300)  0.302
H (-5.10504, -0.04806, 1.60863)  0.330
H (-6.40661, 2.73337, 1.55449)  0.284
H (-7.11891, 1.22733, 0.99378)  0.408
H (-5.71811, 1.90658, 0.15121)  0.294
C (-2.23131, 6.05329, 8.25271)  -1.081
C (-3.58379, 5.55229, 7.77919)  -0.335
O (-3.54124, 4.28457, 7.13983)  -0.324
C (-3.06096, 3.21101, 7.93217)  -0.269
C (-3.88288, 2.94380, 9.18054)  -1.128
H (-1.51755, 6.07513, 7.42815)  0.297
H (-2.33580, 7.06593, 8.64436)  0.395
H (-1.81885, 5.43528, 9.05085)  0.270
H (-3.98734, 6.22585, 7.02296)  0.317
H (-4.29578, 5.53880, 8.61133)  0.310
H (-2.00939, 3.36794, 8.19776)  0.296
H (-3.09892, 2.34437, 7.27049)  0.303
H (-3.82358, 3.76473, 9.89548)  0.273
H (-3.50854, 2.04843, 9.67891)  0.399
H (-4.93103, 2.78411, 8.92475)  0.301
C (6.81180, 1.98060, -5.51282)  -1.042
C (5.29866, 1.96185, -5.40452)  -0.313
O (4.73667, 0.65534, -5.36498)  -0.419
C (5.14522, -0.15789, -4.28461)  0.417
C (4.75230, 0.38410, -2.91990)  -1.163
H (7.14308, 1.40498, -6.37755)  0.293
H (7.15341, 3.00925, -5.63354)  0.393
H (7.29681, 1.57887, -4.62242)  0.276
H (4.85394, 2.41969, -6.28727)  0.346
H (4.97151, 2.54550, -4.53652)  0.280
H (6.22220, -0.35493, -4.31752)  0.307
H (4.64801, -1.11487, -4.46491)  -0.386
H (5.28035, 1.30285, -2.66576)  0.411
H (4.98574, -0.35205, -2.14853)  0.377
H (3.67996, 0.59201, -2.89110)  0.286

Atomic forces in eV per Å
0.0 0.0 -0.1
-0.1 0.1 0.1
0.0 0.0 0.1
0.0 -0.1 0.1
0.1 0.1 0.0
0.0 0.4 0.1
0.0 -0.3 0.2
0.0 -0.1 0.0
-0.1 0.0 0.0
0.0 0.1 0.0
0.0 0.0 0.0
0.0 -0.1 0.0
0.0 0.1 0.0
0.0 0.0 -0.1
0.0 0.0 0.1
0.0 0.1 0.0
0.0 0.0 0.0
0.0 0.0 0.0
-0.1 0.0 0.0
0.0 -0.3 0.1
-0.1 0.0 -0.2
0.0 0.2 0.1
0.0 0.0 -0.4
0.0 0.0 0.0
0.1 0.0 0.0
0.0 0.1 0.1
0.0 0.0 0.1
0.0 0.0 0.0
0.0 0.0 0.0
0.0 0.0 0.0
0.1 0.0 0.1
-0.1 -0.1 -0.1
0.0 0.0 0.0
0.0 -0.1 0.0
0.0 0.1 -0.1
0.0 0.0 0.0
0.0 0.0 0.0
0.0 0.0 0.0
0.0 0.0 0.0
0.0 0.0 0.0
0.0 0.0 0.0
0.0 0.0 0.0
0.0 0.0 -0.1
0.0 0.0 0.0
0.0 0.0 0.0
0.0 0.0 0.0
0.0 0.0 0.0
0.0 0.0 0.0
0.0 0.0 0.0
0.0 0.0 0.0
0.0 0.0 0.0
0.0 0.0 0.0
0.0 0.0 0.0
0.0 0.0 0.0
0.0 0.0 0.0
0.0 0.0 0.0
0.0 0.0 0.0
0.0 0.0 0.0
0.0 0.0 0.0
0.0 0.0 0.0
0.0 0.0 0.0
0.0 0.0 0.0
0.0 0.0 0.0
0.0 0.0 0.0
0.0 0.0 0.0
0.0 0.0 0.0
0.0 0.0 0.0
0.0 0.0 0.0
0.0 0.0 0.0
0.0 0.0 0.0
0.0 0.0 0.0
0.0 0.0 0.0
0.0 0.0 0.0
0.0 0.0 0.0
0.0 0.0 0.0
0.0 0.0 0.0
0.0 0.0 0.0
0.0 0.0 0.0
0.0 0.0 0.0
0.0 0.0 0.0
0.0 0.0 0.0
0.0 0.0 0.0
0.0 0.0 0.0
0.0 0.0 0.0
0.0 0.0 0.0

The largest force on an atom comes out at 0.0076 hartree/bohr. The total charge is +1. As for the relative energy (zero: lowest compared OMol25 entry of this formula, charge and spin): 0.000 eV. The spin multiplicity is 1. As for the electronic energy: -43320.6485 eV. As for the gap between HOMO and LUMO: 0.3185 Eh.

=====

2.
Here is the molecule C19H22ClN3S2 in a non-equilibrium geometry from the OMol25 dataset. Energies are from ωB97M-V with the def2-TZVPD basis set.

Each line ends with the natural charge from an NBO analysis.
Positions of all 47 atoms, in Å:
C (-2.94630, 2.76238, -0.52707)  -0.713
H (-2.76968, 2.50535, 0.41336)  0.214
H (-3.91062, 2.63183, -0.88780)  0.218
H (-2.56525, 3.76310, -0.91722)  0.241
S (-2.16195, 1.66709, -1.75979)  0.218
C (-2.53428, 0.12326, -0.81758)  -0.162
C (-1.76670, -0.94254, -1.02653)  -0.241
C (-1.88905, -2.22432, -0.84478)  0.181
C (-3.02456, -2.39815, -0.02714)  -0.229
C (-3.91448, -1.42202, 0.34967)  -0.213
C (-3.36693, -0.09412, -0.01688)  -0.211
H (-4.09391, 0.81656, 0.12805)  0.192
H (-4.90877, -1.51269, 0.85049)  0.242
H (-3.23797, -3.50585, 0.42751)  0.196
N (-1.14003, -3.33956, -1.18614)  -0.620
C (0.09150, -3.35432, -1.42080)  0.371
N (0.86461, -2.55209, -1.02516)  -0.404
C (0.89207, -1.95797, 0.36753)  -0.051
N (1.34666, -0.65882, 0.19165)  -0.434
C (2.63428, -0.36230, -0.07232)  -0.184
C (2.73518, -0.83057, -1.69017)  -0.398
H (3.82073, -0.71212, -1.79306)  0.214
C (2.45328, -2.40374, -1.56726)  -0.216
H (3.11034, -2.95582, -0.87244)  0.208
H (2.52307, -2.72556, -2.86339)  0.286
H (2.05692, -0.42771, -2.29573)  0.214
H (3.14834, -0.84552, 0.43557)  0.127
H (2.97707, 0.66835, -0.20650)  0.217
C (0.94353, 0.09177, 1.68901)  -0.260
C (1.06872, 1.49327, 1.60003)  -0.062
C (1.70200, 2.20803, 2.62600)  -0.184
C (1.67040, 3.66852, 2.54428)  -0.173
C (1.33820, 4.28327, 1.55311)  -0.283
C (0.72585, 3.68311, 0.39398)  0.016
C (0.68647, 2.29829, 0.42384)  -0.236
H (0.57777, 1.65872, -0.40386)  0.248
Cl (0.41532, 4.54539, -1.15949)  -0.014
H (1.35314, 5.32724, 1.78076)  0.232
H (2.07798, 4.12835, 3.55852)  0.213
H (2.00421, 1.73468, 3.68227)  0.216
H (1.54620, -0.48425, 2.46482)  0.198
H (0.00602, -0.15023, 2.11765)  0.224
H (1.65236, -2.43438, 0.97381)  0.161
H (-0.17981, -2.08205, 0.72367)  0.231
S (0.60846, -4.41094, -2.73176)  -0.459
H (-1.73746, -4.35942, -1.36911)  0.461
H (-0.88295, -0.91147, -1.81359)  0.207

Atomic forces in eV per Å
1.3 2.4 -6.1
0.9 -0.8 4.0
-2.3 0.4 0.4
-0.6 -1.0 1.2
0.4 -1.5 1.6
10.2 4.3 -9.3
8.5 -0.6 -7.8
-3.7 -1.9 3.9
-2.8 -5.1 2.6
2.2 1.9 -0.4
-16.7 0.0 10.3
0.9 -1.9 0.5
1.4 -0.1 -0.3
0.3 2.4 -1.5
-8.3 -3.6 1.5
-0.1 -8.4 -8.5
11.7 7.8 5.0
-1.1 -1.1 -2.1
-6.9 5.2 5.1
-5.8 7.1 -12.5
3.7 -4.5 7.2
-0.4 0.0 -1.3
-2.0 1.2 -4.6
-0.5 0.1 -0.6
-0.5 0.1 4.7
-2.3 2.2 -2.4
9.7 -7.9 8.0
-0.9 0.2 1.0
1.8 -4.5 -1.7
2.1 5.0 0.6
-1.3 0.0 1.5
4.9 -7.9 11.6
-4.3 6.7 -8.4
1.3 -1.4 -0.1
0.6 -0.3 1.5
-0.9 -0.2 -1.3
0.2 -0.6 1.6
-0.2 1.0 -1.2
-0.9 -0.4 -2.5
-0.5 0.9 -2.8
0.3 1.3 -0.8
-1.8 -0.6 -0.8
-0.1 -1.4 0.4
1.7 0.6 0.2
-0.7 -0.6 0.6
2.5 4.2 0.4
-1.3 1.2 1.4

The largest force on an atom comes out at 0.3815 hartree/bohr. As for the relative energy (zero: lowest compared OMol25 entry of this formula, charge and spin): 14.574 eV. The spin multiplicity is 1. As for the electronic energy: -58709.4783 eV. As for the gap between HOMO and LUMO: 0.2821 Eh.

=====

3.
Here is the molecule C7H9NS2 in a non-equilibrium geometry from the OMol25 dataset. Energies are from ωB97M-V with the def2-TZVPD basis set.

Each line ends with the natural charge from an NBO analysis.
Positions of all 19 atoms, in Å:
C (1.43740, 0.86939, 1.72668)  -0.288
C (1.72552, -0.12547, 0.73803)  -0.332
C (0.08171, 0.90374, 1.95609)  -0.071
C (0.45065, -0.46214, 0.28620)  0.137
C (0.17579, -1.32877, -1.24616)  -0.123
C (-1.92290, -0.08358, 0.88265)  -0.400
C (0.00672, -0.44676, -2.40337)  -0.577
N (-0.52067, 0.07810, 1.07640)  -0.364
S (-0.04007, -2.86490, -1.28425)  0.168
S (0.46555, 1.36880, -2.26896)  -0.076
H (2.07117, 1.30845, 2.39955)  0.213
H (2.62796, -0.36674, 0.30944)  0.227
H (-0.45357, 1.65700, 2.46512)  0.211
H (-2.20425, 0.00628, -0.27874)  0.213
H (-2.13675, -1.12181, 1.25180)  0.214
H (-2.49274, 0.64375, 1.51207)  0.223
H (-0.92798, -0.38796, -2.70534)  0.234
H (0.48619, -0.82333, -3.24223)  0.242
H (1.17025, 1.17595, -1.17499)  0.148

Atomic forces in eV per Å
-1.0 -1.8 -0.1
-3.7 1.6 0.7
1.2 0.5 -0.7
0.8 -2.8 -3.1
-0.1 3.6 4.5
-1.5 -0.9 -1.4
3.6 2.2 1.3
0.7 0.3 -1.6
-0.1 -2.3 -0.1
-0.4 -0.8 -0.4
1.8 1.2 1.1
1.8 -0.6 -0.8
-0.6 0.2 0.9
0.5 -0.1 2.7
-0.4 0.9 -0.6
0.5 -0.5 -0.8
-4.9 0.0 -1.0
1.3 -0.9 -1.4
0.5 0.2 0.6

The largest force on an atom comes out at 0.1117 hartree/bohr. As for the relative energy (zero: lowest compared OMol25 entry of this formula, charge and spin): 1.588 eV. The spin multiplicity is 1. As for the electronic energy: -30562.4541 eV. As for the gap between HOMO and LUMO: 0.2897 Eh.

=====

Q: The highest largest force on an atom belongs to which entry?
A: C19H22ClN3S2

=====

Q: electronic energy of number 3 (C7H9NS2)?
A: -30562.4541 eV

=====

Q: Which formula does entry 3 have?
A: C7H9NS2

=====

Q: What is the spin multiplicity in the second record?
A: 1